1.
{
  "formula": "C42H35BrF10N7O6P2S5Ti",
  "method": "wB97M-V/def2-TZVPD",
  "lumo_energy_ev": [-0.95, -0.64],
  "homo_ev": [-7.6310, -7.6461],
  "max_force_ev_per_a": 1.0,
  "mol_weight_g_mol": 1273.8,
  "orbital_gap_ev": [6.68, 7.00],
  "energy_ha": -9552.3010,
  "de_lowest_ev": 0.4493,
  "multiplicity": 2,
  "species": ["Ti", "S", "C", "N", "C", "C", "C", "C", "C", "C", "S", "H", "H", "H", "H", "F", "C", "C", "F", "C", "F", "C", "P", "C", "C", "C", "C", "C", "C", "C", "C", "C", "C", "C", "C", "C", "Br", "C", "F", "H", "H", "H", "H", "H", "H", "H", "H", "H", "H", "F", "P", "F", "F", "F", "F", "F", "C", "C", "S", "O", "O", "C", "C", "N", "C", "N", "C", "C", "N", "O", "O", "C", "H", "H", "H", "H", "H", "H", "H", "H", "H", "H", "H", "H", "H", "N", "C", "C", "C", "C", "C", "C", "S", "O", "O", "N", "C", "S", "C", "C", "N", "H", "H", "H", "H", "H", "H", "H", "H"],
  "positions_angstrom": [[-0.7147, -0.7146, -0.2795], [1.5201, -1.9630, 0.1664], [0.3920, -3.1728, -0.1467], [-0.7842, -2.8017, -0.6354], [-1.6532, -3.8634, -0.8461], [-2.9479, -3.7970, -1.3536], [-3.6544, -4.9764, -1.5117], [-3.0909, -6.2078, -1.1758], [-1.8015, -6.2828, -0.6780], [-1.0892, -5.1027, -0.5198], [0.5379, -4.8867, 0.0789], [-3.3882, -2.8426, -1.6046], [-4.6637, -4.9408, -1.9001], [-3.6668, -7.1146, -1.3024], [-1.3636, -7.2358, -0.4129], [0.8058, 4.5684, 6.0691], [0.7884, 3.8698, 4.9368], [1.8849, 3.8673, 4.1022], [2.9588, 4.5911, 4.4059], [1.8466, 3.1258, 2.9345], [2.9119, 3.2566, 2.1411], [0.7592, 2.3260, 2.5792], [0.8116, 1.4880, 0.9257], [0.7024, 3.0102, -0.0897], [1.7873, 3.6858, -0.6441], [1.5822, 4.8328, -1.3968], [0.3004, 5.3279, -1.5854], [-0.7825, 4.6799, -1.0081], [-0.5831, 3.5261, -0.2674], [2.5245, 0.8980, 0.7886], [3.1887, 0.8674, -0.4369], [4.4411, 0.2799, -0.5341], [5.0289, -0.3011, 0.5813], [4.3590, -0.2959, 1.7949], [3.1143, 0.3045, 1.8977], [-0.3441, 2.3638, 3.4380], [-1.9435, 1.4478, 3.1120], [-0.3253, 3.1314, 4.5898], [-1.3688, 3.1665, 5.4163], [2.7961, 3.3290, -0.4864], [2.4304, 5.3367, -1.8410], [0.1458, 6.2183, -2.1807], [-1.7863, 5.0609, -1.1426], [-1.4349, 3.0275, 0.1755], [2.7443, 1.3033, -1.3222], [4.9541, 0.2742, -1.4875], [6.0015, -0.7688, 0.4987], [4.7791, -0.7777, 2.6672], [2.5952, 0.2658, 2.8434], [-2.5398, -0.6895, -1.4857], [-3.2598, 0.8666, -1.3052], [-2.3254, 0.8612, 0.0922], [-1.9678, 1.4424, -2.0699], [-4.4390, 0.1805, -0.4983], [-4.0191, 0.6777, -2.6763], [-3.7918, 2.3156, -1.0056], [-2.1139, -0.1169, -5.1426], [-1.9375, -0.2169, -6.6470], [-0.2543, -0.0561, -7.1847], [-0.2251, -0.2088, -8.6132], [0.3063, 1.1223, -6.5706], [0.5925, -1.4838, -6.4727], [1.7450, -1.1107, -5.5496], [1.2992, -0.5685, -4.2635], [0.6418, -1.2639, -3.3052], [0.2211, -0.4567, -2.3362], [0.6081, 0.8120, -2.6923], [1.2740, 0.7506, -3.8655], [1.9906, 1.8348, -4.4814], [1.6218, 2.9495, -4.1881], [2.9520, 1.5637, -5.1766], [0.4797, -2.7407, -3.3618], [-3.1735, -0.0915, -4.8975], [-1.6550, 0.7888, -4.7475], [-1.6870, -0.9785, -4.6246], [-2.4397, 0.5947, -7.1779], [-2.3025, -1.1572, -7.0643], [0.9748, -2.0397, -7.3286], [-0.1508, -2.1066, -5.9746], [2.3863, -0.3669, -6.0080], [2.3529, -1.9929, -5.3524], [0.4104, 1.6901, -2.1025], [0.8412, -3.1434, -4.3035], [-0.5636, -3.0268, -3.2355], [1.0588, -3.1968, -2.5589], [-0.5255, 2.0417, 8.6828], [-0.1899, 1.1583, 7.6686], [0.9936, 1.3342, 6.9445], [1.3399, 0.4506, 5.9416], [0.5297, -0.6449, 5.6643], [-0.6198, -0.8571, 6.4137], [-0.9850, 0.0444, 7.3970], [0.9937, -1.7766, 4.3929], [2.4142, -1.6358, 4.2159], [0.4725, -3.0703, 4.7683], [0.2778, -1.2281, 3.0520], [-0.9113, -1.6850, 2.7166], [-1.9377, -2.7626, 3.6592], [-3.2296, -2.5434, 2.5294], [-2.8401, -1.7638, 1.5155], [-1.5366, -1.2872, 1.5847], [-0.1266, 2.9632, 8.6080], [-1.4969, 2.0590, 8.9454], [1.6446, 2.1657, 7.1896], [2.2636, 0.5839, 5.3911], [-1.2196, -1.7375, 6.2298], [-1.8850, -0.1238, 7.9764], [-4.1858, -3.0215, 2.6576], [-3.4568, -1.4855, 0.6768]],
  "atomic_forces_ev_per_a": [[0.3, -0.4, 0.8], [-0.1, 0.2, 0.1], [-0.4, -0.1, -0.2], [-0.1, 0.1, -0.1], [0.0, -0.1, 0.0], [0.0, 0.0, 0.0], [0.0, 0.0, 0.0], [0.0, 0.0, 0.0], [0.0, 0.0, 0.0], [0.0, 0.0, 0.0], [0.0, 0.0, 0.0], [0.0, 0.0, 0.0], [0.0, 0.0, 0.0], [0.0, 0.0, 0.0], [0.0, 0.0, 0.0], [0.0, 0.0, 0.0], [0.0, 0.0, 0.0], [0.0, 0.0, 0.0], [0.0, 0.0, 0.0], [0.0, 0.0, 0.0], [0.0, 0.0, 0.0], [0.2, 0.1, -0.1], [-0.1, 0.0, 0.0], [0.0, 0.0, 0.0], [0.1, 0.1, 0.0], [0.0, 0.0, 0.0], [0.0, 0.0, 0.0], [0.0, 0.0, 0.0], [0.0, 0.0, 0.0], [0.0, 0.0, 0.0], [0.0, 0.0, 0.0], [0.0, 0.0, 0.0], [0.0, 0.0, 0.0], [0.0, 0.0, 0.0], [0.0, 0.0, 0.0], [0.0, 0.0, 0.1], [0.0, 0.0, 0.0], [0.0, 0.0, 0.0], [0.0, 0.0, 0.0], [-0.1, 0.0, 0.0], [0.0, 0.0, 0.0], [0.0, 0.0, 0.0], [0.0, 0.0, 0.0], [0.0, 0.0, 0.0], [0.0, 0.0, 0.0], [0.0, 0.0, 0.0], [0.0, 0.0, 0.0], [0.0, 0.0, 0.0], [0.0, 0.0, 0.0], [0.0, -0.1, -0.2], [0.0, -0.1, -0.1], [0.1, 0.1, -0.2], [0.0, 0.0, 0.0], [0.0, 0.0, 0.0], [0.0, 0.0, 0.0], [0.0, 0.0, 0.0], [0.0, 0.0, 0.0], [-0.1, 0.0, 0.0], [0.0, 0.0, 0.0], [0.0, 0.0, 0.0], [0.0, 0.0, 0.0], [0.0, -0.1, 0.0], [0.0, 0.0, 0.0], [0.0, 0.0, 0.0], [0.1, 0.0, 0.0], [-0.1, 0.3, 0.0], [0.0, 0.0, 0.0], [0.0, 0.0, 0.0], [0.1, 0.0, 0.1], [0.0, 0.0, 0.0], [0.0, 0.0, 0.0], [0.0, 0.0, 0.0], [0.0, 0.0, 0.0], [0.0, 0.0, 0.0], [0.0, 0.0, 0.0], [0.0, 0.0, 0.0], [0.0, 0.0, 0.0], [0.0, 0.0, 0.0], [0.0, 0.0, 0.0], [0.0, 0.0, 0.0], [0.0, 0.0, 0.0], [0.0, 0.0, 0.0], [0.0, 0.0, 0.0], [0.0, 0.0, 0.0], [0.0, 0.0, 0.0], [0.0, 0.0, 0.0], [0.1, 0.0, 0.0], [0.0, 0.0, 0.0], [0.1, -0.1, 0.0], [0.1, 0.1, 0.0], [-0.1, 0.0, 0.0], [0.0, -0.1, 0.0], [0.1, 0.0, 0.1], [0.0, 0.1, -0.1], [0.0, 0.0, 0.0], [-0.1, -0.1, -0.1], [-0.1, 0.2, 0.1], [-0.1, -0.1, 0.0], [0.0, 0.0, 0.0], [0.0, 0.0, 0.0], [0.2, -0.1, -0.3], [0.0, 0.0, 0.0], [0.0, 0.0, 0.0], [0.0, 0.0, 0.0], [0.0, 0.0, 0.0], [0.0, 0.0, 0.0], [0.0, 0.0, 0.0], [0.0, 0.0, 0.0], [0.0, 0.0, 0.0]]
}

***

2.
{
  "formula": "C3H8OS",
  "method": "wB97M-V/def2-TZVPD",
  "lumo_energy_ev": -0.06,
  "homo_ev": -8.7277,
  "max_force_ev_per_a": 3.5,
  "mol_weight_g_mol": 92.2,
  "orbital_gap_ev": 8.67,
  "energy_ha": -592.4246,
  "de_lowest_ev": 2.5429,
  "smiles": "C=C.C=S.O",
  "multiplicity": 1,
  "species": ["C", "C", "C", "O", "S", "H", "H", "H", "H", "H", "H", "H", "H"],
  "positions_angstrom": [[-2.6662, -0.2941, 5.3367], [1.9227, 1.3312, -4.3376], [2.4235, 0.1174, -4.6474], [-0.6167, -0.6902, 2.1523], [-2.8154, -1.8395, 5.3480], [-2.6044, 0.3037, 6.2008], [-2.6372, 0.3162, 4.4561], [1.7366, 1.5953, -3.2094], [-0.3308, -1.4619, 1.7520], [1.7566, 2.0380, -5.1137], [2.7399, -0.1886, -5.7308], [2.4625, -0.6838, -3.8740], [-1.3711, -0.5439, 1.6670]],
  "atomic_forces_ev_per_a": [[0.0, 1.6, -0.6], [0.7, -1.6, 2.1], [-0.2, -0.2, -0.9], [1.5, 1.5, 2.4], [-0.2, -2.2, 0.0], [0.1, 0.5, 1.4], [0.1, 0.1, -0.8], [0.1, -0.4, -2.5], [1.5, -2.6, -0.9], [0.0, 0.8, -0.2], [-0.8, 0.7, 2.2], [0.3, 0.8, -0.7], [-3.0, 1.1, -1.5]]
}

***

3.
{
  "formula": "C7H20BN2O8P",
  "method": "wB97M-V/def2-TZVPD",
  "lumo_energy_ev": 0.28,
  "homo_ev": -8.9353,
  "max_force_ev_per_a": 0.9,
  "mol_weight_g_mol": 302.0,
  "orbital_gap_ev": 9.22,
  "energy_ha": -1356.6370,
  "de_lowest_ev": 0.3221,
  "multiplicity": 1,
  "species": ["C", "O", "B", "O", "O", "P", "O", "O", "O", "H", "H", "H", "H", "H", "H", "C", "C", "O", "N", "C", "H", "H", "H", "H", "H", "H", "H", "C", "C", "O", "N", "C", "H", "H", "H", "H", "H", "H", "H"],
  "positions_angstrom": [[-1.6416, -2.4719, -0.1044], [-0.7258, -3.0752, -1.0436], [-0.7039, -2.5104, -2.2823], [-1.0966, -3.1993, -3.3959], [-0.2927, -1.1585, -2.4665], [1.2526, -0.9034, -2.2141], [1.8085, 0.2025, -2.9779], [1.4086, -0.7628, -0.6326], [1.9225, -2.3202, -2.5089], [-1.0796, -2.0424, 0.7149], [-2.2581, -3.2512, 0.3252], [-2.2442, -1.6889, -0.5612], [-0.7519, -4.0924, -3.3210], [0.6065, -0.4024, -0.2465], [2.6911, -2.4313, -1.9380], [3.1794, 5.8530, -2.1634], [4.4092, 5.0131, -2.4277], [5.5143, 5.5160, -2.5608], [4.2360, 3.6711, -2.5122], [3.0057, 2.9016, -2.3815], [3.4796, 6.8951, -2.1242], [2.4460, 5.7257, -2.9601], [2.7224, 5.5805, -1.2116], [5.0910, 3.1692, -2.6903], [3.0963, 2.1960, -1.5562], [2.8170, 2.3382, -3.2894], [2.1625, 3.5574, -2.1921], [-3.5118, -0.6463, 3.2962], [-2.6087, -1.8431, 3.4812], [-1.6364, -2.0376, 2.7650], [-2.9137, -2.7087, 4.4787], [-4.0170, -2.6453, 5.4197], [-3.1366, -0.0566, 2.4659], [-4.5311, -0.9620, 3.0721], [-3.5193, -0.0256, 4.1923], [-2.2723, -3.4829, 4.5485], [-3.6366, -2.5995, 6.4410], [-4.6435, -3.5332, 5.3245], [-4.6277, -1.7685, 5.2373]],
  "atomic_forces_ev_per_a": [[0.8, 0.0, 0.2], [-0.4, 0.1, -0.1], [-0.3, 0.0, -0.3], [0.8, 0.4, 0.0], [0.2, -0.7, 0.1], [-0.1, 0.7, -0.4], [-0.1, 0.0, 0.0], [0.1, -0.1, -0.1], [-0.1, 0.0, 0.2], [0.1, 0.1, 0.0], [-0.2, -0.1, -0.1], [-0.2, 0.0, -0.1], [-0.5, -0.4, 0.0], [-0.1, 0.1, 0.3], [0.1, -0.3, 0.0], [0.0, 0.0, 0.0], [0.1, 0.0, 0.0], [0.0, 0.0, 0.0], [-0.2, 0.1, 0.1], [0.4, 0.1, -0.1], [0.1, 0.0, 0.0], [-0.1, 0.0, 0.1], [-0.1, 0.0, 0.0], [0.0, 0.0, 0.0], [-0.1, 0.0, 0.0], [-0.1, -0.1, 0.0], [0.0, 0.0, 0.0], [0.0, 0.0, 0.0], [0.1, 0.0, 0.0], [-0.1, 0.1, 0.3], [-0.1, 0.1, 0.0], [0.2, -0.2, 0.0], [0.0, 0.0, 0.0], [0.0, 0.0, 0.1], [-0.1, 0.0, 0.0], [0.0, 0.0, 0.0], [-0.1, 0.1, 0.0], [-0.1, 0.0, 0.0], [0.0, 0.0, 0.0]]
}

***

4.
{
  "formula": "C23H56CoN6O11P",
  "method": "wB97M-V/def2-TZVPD",
  "lumo_energy_ev": [-5.92, -10.06],
  "homo_ev": [-12.7150, -12.7140],
  "charge": 2,
  "max_force_ev_per_a": 8.1,
  "mol_weight_g_mol": 682.6,
  "orbital_gap_ev": [6.79, 2.66],
  "energy_ha": -3789.7236,
  "multiplicity": 5,
  "species": ["Co", "C", "C", "O", "H", "H", "H", "H", "H", "C", "C", "O", "N", "C", "H", "H", "H", "H", "H", "H", "H", "C", "C", "O", "N", "C", "H", "H", "H", "H", "H", "H", "H", "C", "C", "O", "N", "C", "H", "H", "H", "H", "H", "H", "H", "C", "C", "O", "N", "C", "H", "H", "H", "H", "H", "H", "H", "C", "C", "O", "N", "C", "H", "H", "H", "H", "H", "H", "H", "C", "C", "O", "N", "C", "H", "H", "H", "H", "H", "H", "H", "C", "O", "P", "O", "O", "C", "O", "C", "H", "H", "H", "H", "H", "H", "H", "H", "H"],
  "positions_angstrom": [[-2.3051, 2.9961, 1.3591], [-0.3448, -0.7321, 0.9135], [-1.4007, -0.0530, 0.1016], [-1.9732, 1.0760, 0.7562], [-0.0824, -1.6870, 0.4582], [-0.6547, -0.8531, 1.9515], [0.5192, -0.0676, 0.9201], [-2.2176, -0.7663, -0.0080], [-1.1381, 0.3036, -0.8943], [2.3520, -5.1377, -1.4335], [1.4992, -3.9736, -1.7601], [0.2753, -4.0355, -1.7597], [2.1457, -2.8961, -2.1331], [1.5662, -1.6399, -2.5454], [2.7090, -5.7327, -2.2742], [1.9530, -5.9129, -0.7794], [3.2051, -4.8307, -0.8285], [3.1527, -2.9000, -2.0546], [0.6618, -1.3470, -2.0122], [1.6697, -1.5704, -3.6282], [2.4076, -1.0384, -2.2015], [1.6634, -3.5448, 2.6461], [1.2161, -5.0129, 2.4954], [1.6806, -5.9093, 3.1894], [0.3304, -5.2737, 1.6579], [-0.4239, -6.5593, 1.4168], [2.5341, -3.0766, 2.1871], [1.7858, -3.5995, 3.7278], [0.8507, -2.8338, 2.4972], [-0.0626, -4.4586, 1.2094], [-0.2514, -6.9639, 0.4195], [-1.4917, -6.4428, 1.6022], [-0.0267, -7.3795, 2.0148], [-4.2993, 1.7161, 5.1063], [-3.6162, 1.4596, 3.7767], [-3.2786, 2.4278, 3.0741], [-3.4035, 0.2219, 3.3755], [-3.6867, -1.0365, 3.9995], [-5.1781, 1.0732, 5.1560], [-4.6112, 2.7557, 5.2067], [-3.7750, 1.3127, 5.9726], [-2.7647, 0.1367, 2.5979], [-4.7514, -1.2703, 4.0042], [-3.3373, -1.1138, 5.0291], [-3.1402, -1.7991, 3.4447], [1.2395, 4.9072, 2.3903], [0.6403, 3.6044, 2.6916], [-0.5530, 3.4196, 2.4767], [1.4658, 2.7417, 3.1849], [1.0359, 1.3692, 3.6005], [1.6058, 5.3321, 3.3248], [0.5134, 5.6132, 1.9872], [2.0767, 4.7260, 1.7162], [2.3879, 2.9159, 3.5584], [1.4218, 1.0442, 4.5666], [1.4119, 0.7077, 2.8199], [-0.0357, 1.1705, 3.6176], [3.5973, 0.7243, 0.0691], [4.1270, 1.9966, 0.6587], [4.1014, 2.0880, 1.8692], [4.5483, 2.9756, -0.1503], [5.2201, 4.0629, 0.4387], [2.7137, 0.3958, 0.6162], [4.4020, 0.0006, 0.1983], [3.5033, 0.6820, -1.0160], [4.5053, 2.9465, -1.1590], [5.5734, 4.8074, -0.2748], [6.0210, 3.5773, 0.9963], [4.5406, 4.5213, 1.1572], [-1.4785, -4.4815, -5.7042], [-1.8247, -3.0862, -5.2360], [-2.4674, -2.4104, -5.9627], [-1.4094, -2.7727, -4.0438], [-1.7931, -1.6285, -3.2725], [-2.0965, -5.2814, -5.2963], [-0.4672, -4.7252, -5.3784], [-1.6535, -4.6478, -6.7671], [-0.8439, -3.4510, -3.5536], [-1.2895, -0.6832, -3.4746], [-1.6088, -1.9136, -2.2367], [-2.8522, -1.3722, -3.2994], [1.1026, 3.6935, -1.4263], [0.0872, 3.6764, -2.4557], [-1.4461, 3.8492, -1.9769], [-1.6823, 3.8942, -0.4754], [-1.9798, 5.1080, -2.8314], [-3.1573, 5.7980, -2.6024], [-2.0846, 2.5242, -2.6732], [-1.7372, 2.2126, -4.0783], [0.9087, 4.1654, -0.4631], [1.9426, 4.3363, -1.6895], [1.2851, 2.6401, -1.2141], [-3.9700, 5.4540, -3.2421], [-2.9680, 6.8642, -2.7269], [-3.5099, 5.5824, -1.5938], [-1.1645, 1.2906, -4.1782], [-1.2598, 2.9479, -4.7260], [-2.6083, 2.0555, -4.7144]],
  "atomic_forces_ev_per_a": [[2.4, -3.4, -0.4], [0.9, 0.9, 0.1], [-1.2, 0.5, -0.1], [-0.6, 2.3, 1.1], [0.0, 0.0, 0.1], [-0.1, -0.3, -0.1], [0.3, -0.3, 0.1], [-0.5, 0.1, -0.3], [0.4, -0.2, -0.2], [1.2, -1.4, 1.3], [-1.2, -1.8, -0.2], [-0.8, 0.3, 0.2], [1.0, 0.6, 0.1], [2.3, 0.2, 0.3], [0.0, 0.6, -0.4], [-1.0, 0.4, -0.1], [0.4, 0.2, -0.4], [-0.2, -0.2, -0.1], [0.0, -0.3, -0.6], [-1.2, 0.2, -0.1], [-0.5, 1.2, 0.0], [-0.8, 0.0, 1.4], [4.7, -0.4, 3.4], [0.7, 0.5, 0.6], [-6.1, -0.9, -5.3], [1.2, 0.1, 0.3], [0.2, -0.9, -0.2], [0.5, 0.7, 0.1], [-0.3, -0.1, -0.2], [-0.1, -0.4, -0.4], [-0.1, 0.7, -0.3], [0.2, 0.2, 0.0], [0.0, 0.6, 0.6], [-0.5, -0.8, -0.5], [-0.7, -0.3, 1.6], [0.7, 1.6, -1.6], [1.0, 0.2, -0.6], [-0.3, -0.9, 0.9], [-0.4, 0.1, -0.3], [0.3, -0.2, 0.1], [0.7, 0.4, -0.1], [-0.3, 0.3, -0.3], [0.0, 0.0, -0.2], [0.1, 0.3, 0.1], [-0.3, 0.0, 0.0], [0.3, 1.1, 0.0], [1.3, 1.8, -0.2], [-3.4, -1.4, -1.0], [-0.7, -3.5, 2.2], [0.1, -0.3, -1.0], [0.3, 0.1, -0.1], [0.1, -0.2, -0.2], [0.1, 0.4, 0.0], [0.1, 0.8, -0.7], [0.3, 0.5, -0.1], [0.3, -0.2, 0.3], [-0.1, 0.8, 0.0], [0.8, -0.5, -0.8], [-1.3, -0.8, -0.6], [0.3, 0.6, 1.0], [-0.6, -0.4, -1.6], [0.6, 0.7, 1.2], [0.1, 0.0, -0.2], [-0.1, -0.3, 0.5], [-0.6, 0.5, -0.1], [-0.1, -0.6, 0.3], [0.0, -0.3, 0.0], [0.4, 0.9, 0.2], [0.2, 0.4, 0.1], [0.4, -1.0, 0.3], [-0.1, -3.2, -2.0], [-1.9, 2.9, -1.4], [1.3, 0.6, 2.9], [-0.5, 0.2, 0.8], [-0.3, 0.3, 0.7], [0.2, -0.2, -0.4], [0.5, 0.7, 0.0], [-0.1, 0.0, 0.2], [0.5, -0.1, -0.3], [0.2, 0.2, 0.1], [-0.2, -0.4, -0.5], [0.6, -0.1, 0.6], [-1.4, 1.4, 1.8], [-0.2, -0.8, -2.5], [-0.4, -0.4, -0.6], [2.8, -2.5, 0.9], [-2.0, 0.6, 0.9], [0.6, 1.4, 0.1], [-0.4, -0.4, -1.3], [-1.3, 0.0, 0.0], [0.2, -0.8, -1.0], [0.8, 0.2, -0.1], [0.3, 0.1, -0.4], [-0.1, -0.2, 0.0], [0.0, 0.4, 0.2], [0.1, 0.2, 0.7], [0.6, 0.7, 1.1], [-0.7, -0.2, 0.9]]
}

***

5.
{
  "formula": "C3H3FIO2",
  "method": "wB97M-V/def2-TZVPD",
  "lumo_energy_ev": [3.35, 1.80],
  "homo_ev": [-2.0837, -5.3811],
  "charge": -1,
  "max_force_ev_per_a": 3.7,
  "mol_weight_g_mol": 217.0,
  "orbital_gap_ev": [5.44, 7.18],
  "energy_ha": -664.0479,
  "de_lowest_ev": 1.1208,
  "multiplicity": 3,
  "species": ["C", "C", "C", "O", "O", "F", "I", "H", "H", "H"],
  "positions_angstrom": [[-0.4830, 1.6423, -0.3000], [-0.5136, -1.0080, 0.1214], [0.1051, 0.3619, -0.2975], [-0.5601, 1.0328, -1.5428], [-0.5934, 2.6390, 0.3335], [1.6597, -0.7215, 1.6182], [2.3853, 0.1887, -0.7078], [0.2371, -1.7691, 0.2189], [-0.8741, -0.9508, 1.0733], [-1.3630, -1.4153, -0.5173]],
  "atomic_forces_ev_per_a": [[1.5, -2.8, 0.4], [0.1, 0.5, -2.8], [-3.3, -1.6, 0.0], [-0.3, 1.5, 0.6], [-1.0, 1.5, -0.7], [0.6, 0.3, -0.6], [1.8, -0.6, 0.6], [0.6, -0.2, -0.4], [-1.1, 0.5, 2.7], [1.0, 1.0, 0.3]]
}